ORCA calculation (ωB97M-V with the def2-TZVPD basis set) on a structure of composition C23H33BrCoN7O5S2.

The geometry in XYZ format:
```
72
Properties=species:S:1:pos:R:3:mulliken_spin:R:1
Co -0.621 0.137 -0.610 0.944
C 0.945 -4.078 -1.115 0.000
N 1.778 -2.934 -1.457 0.001
C 2.806 -3.149 -2.467 0.000
C 1.395 -1.713 -1.118 0.003
O 0.429 -1.485 -0.379 -0.014
C 2.191 -0.533 -1.631 0.001
O 1.568 0.658 -1.209 0.021
C 2.419 1.552 -0.530 -0.005
C 2.758 1.046 0.874 -0.002
O 1.982 0.301 1.457 0.000
N 3.914 1.471 1.426 0.000
C 4.230 0.990 2.764 0.000
C 4.813 2.420 0.781 0.000
H 1.579 -4.899 -0.782 0.000
H 0.267 -3.802 -0.316 0.000
H 0.370 -4.391 -1.988 0.000
H 3.741 -2.660 -2.197 0.000
H 2.997 -4.217 -2.533 0.000
H 2.466 -2.796 -3.443 0.000
H 3.218 -0.612 -1.264 0.000
H 2.208 -0.571 -2.727 0.000
H 1.860 2.482 -0.428 0.003
H 3.312 1.758 -1.124 0.001
H 4.001 -0.071 2.838 0.000
H 5.289 1.145 2.956 0.000
H 3.647 1.517 3.523 0.000
H 5.403 1.956 -0.012 0.000
H 4.272 3.273 0.372 0.000
H 5.500 2.806 1.529 0.000
C -1.305 -1.778 4.336 0.000
C -0.984 -0.547 3.540 0.001
C -0.608 0.651 4.137 -0.002
C -0.259 1.731 3.350 0.000
C -0.304 1.582 1.976 -0.010
Br 0.292 3.017 0.909 0.002
N -0.718 0.474 1.377 0.005
C -1.024 -0.571 2.157 -0.007
H -1.513 -1.529 5.375 0.000
H -0.464 -2.473 4.319 0.000
H -2.174 -2.297 3.931 0.000
H -0.575 0.737 5.215 0.000
H 0.056 2.669 3.781 0.000
H -1.303 -1.474 1.635 -0.001
N -0.635 1.511 -9.013 0.000
C -0.757 0.934 -7.784 0.000
C 0.371 0.759 -6.964 0.000
C 0.251 0.156 -5.734 0.000
C -0.992 -0.287 -5.290 0.000
C -2.116 -0.120 -6.089 0.000
C -2.002 0.483 -7.325 0.000
S -1.135 -1.026 -3.712 0.003
O -2.479 -1.545 -3.586 -0.001
O -0.030 -1.931 -3.498 0.001
N -0.901 0.161 -2.641 -0.006
C -1.791 1.175 -2.461 0.019
S -2.892 1.995 -3.501 0.001
C -3.347 3.008 -2.168 -0.002
C -2.664 2.676 -1.053 -0.002
N -1.790 1.633 -1.225 -0.010
H 0.235 1.919 -9.299 0.000
H -1.450 1.740 -9.550 0.000
H 1.339 1.096 -7.312 0.000
H 1.124 0.020 -5.108 0.000
H -3.074 -0.484 -5.742 0.000
H -2.877 0.601 -7.951 0.000
H -4.084 3.783 -2.288 0.000
H -2.759 3.152 -0.090 0.000
N -2.528 -1.173 -0.585 0.070
H -2.763 -1.356 -1.562 -0.011
H -3.337 -0.720 -0.171 -0.004
H -2.439 -2.085 -0.149 -0.002
```

Its HOMO energy (alpha / beta) is -10.2 / -10.2 eV. As for the HOMO-LUMO gap (alpha / beta): 8.234 / 8.269 eV. Its spin multiplicity is 2. The expectation value of S² is 0.84. Its total energy is -174391.1256 eV. The value obtained for the energy relative to the best compared isomer or geometry (same formula, charge and spin) is 0.0 kJ/mol. Its total charge is +1.